No. 1
16
Properties=species:S:1:pos:R:3 method="wB97M-V/def2-TZVPD" s_squared=0.7549 e_above_lowest_kj_mol=345.64 spin_multiplicity=2 total_energy_ev=-10884.91866 charge=-1
H -3.197 1.942 0.782
H -0.293 -0.697 1.138
C 1.248 0.586 0.090
O 0.332 -2.751 -1.152
H -2.429 2.415 1.894
H 1.419 1.665 -0.136
H -0.351 -2.135 -0.896
O -1.039 1.212 1.265
N 0.571 -0.429 -0.808
C -0.285 0.334 0.728
C 1.274 -1.681 -1.114
H 1.906 -1.506 -2.061
H 2.028 0.148 0.746
O -3.347 2.637 1.528
H 0.113 0.088 -1.707
H 2.050 -1.828 -0.298

=====

No. 2
16
Properties=species:S:1:pos:R:3 method="wB97M-V/def2-TZVPD" e_above_lowest_kj_mol=435.22 spin_multiplicity=1 total_energy_ev=-10886.07067
H 2.744 1.258 0.241
O -1.579 0.277 0.476
H 1.849 0.862 -1.250
H -2.374 0.373 -1.433
C 0.702 0.703 0.576
H -0.155 -2.039 -0.341
H -3.495 0.461 -0.044
C 2.009 0.572 -0.209
N -0.317 -0.147 -0.017
C -2.606 -0.024 -0.441
H -2.778 -1.103 -0.508
O 2.521 -0.735 -0.249
H 0.341 1.730 0.515
H 0.857 0.439 1.631
O -0.094 -1.477 0.442
H 2.376 -1.150 0.610

=====

No. 3
16
Properties=species:S:1:pos:R:3 method="wB97M-V/def2-TZVPD" e_above_lowest_kj_mol=62.66 spin_multiplicity=1 total_energy_ev=-10889.93199
H -3.633 -0.967 -0.515
H 1.340 1.959 0.298
N 1.443 1.121 -0.236
H -3.029 0.707 -0.961
O -0.797 0.643 -0.051
C -1.725 -0.423 0.213
H 2.387 0.758 -0.190
H 4.623 0.250 0.358
H -1.395 -1.320 -0.290
O 0.786 -1.060 -0.319
C -3.129 -0.034 -0.196
H -3.721 0.372 0.673
C 0.483 0.139 -0.196
O 3.920 -0.295 -0.031
H 4.153 -1.243 0.184
H -1.705 -0.606 1.260

=====

No. 4
16
Properties=species:S:1:pos:R:3 method="wB97M-V/def2-TZVPD" e_above_lowest_kj_mol=165.77 spin_multiplicity=1 total_energy_ev=-10888.86340
O 5.910 -1.438 4.029
H -2.032 0.729 -2.686
N -1.772 0.030 -1.994
H -0.182 -0.790 -1.008
H -2.683 -1.102 -0.534
C -2.931 -0.243 -1.144
C -0.507 0.193 -1.342
H 5.506 -2.191 3.585
C -0.395 1.307 -0.323
H 5.266 -1.183 4.702
H -3.252 0.642 -0.583
O 0.913 1.388 0.208
H -3.712 -0.656 -1.791
O -1.240 2.077 -0.015
H 0.259 0.471 -2.059
H 0.852 0.764 0.955

=====

No. 5
16
Properties=species:S:1:pos:R:3 method="wB97M-V/def2-TZVPD" e_above_lowest_kj_mol=162.03 spin_multiplicity=1 total_energy_ev=-10888.90210
H 1.309 1.168 -2.175
H -1.532 0.286 -0.257
O 0.015 -1.636 1.312
H -0.466 -1.937 -0.696
C 0.186 0.718 0.786
H 2.244 0.636 0.058
N -1.166 1.025 0.339
C 1.220 0.523 -0.329
H 1.132 -0.497 -0.715
C -0.030 -0.490 1.675
H 0.505 1.550 1.426
O -1.168 -1.848 -1.372
O 0.958 1.486 -1.336
H -1.720 -2.623 -1.216
H -0.308 -0.236 2.712
H -1.178 1.874 -0.210

=====

No. 6
16
Properties=species:S:1:pos:R:3 method="wB97M-V/def2-TZVPD" e_above_lowest_kj_mol=211.84 spin_multiplicity=1 total_energy_ev=-10888.38586
H 0.713 1.715 -2.996
H 0.853 -0.315 -0.989
H 1.333 3.120 -2.186
H -0.731 0.241 -1.738
H -2.801 -4.172 4.497
H -1.857 0.243 0.243
O -0.267 -0.253 1.385
C -0.770 0.088 0.361
H 2.987 1.420 -2.748
C 1.246 2.033 -2.095
N 0.424 1.774 -0.952
O 2.484 1.392 -1.927
C -0.002 0.359 -0.926
H 1.068 1.924 -0.171
O -2.708 -4.371 3.559
H -3.349 -5.071 3.397

=====

No. 7
16
Properties=species:S:1:pos:R:3 method="wB97M-V/def2-TZVPD" e_above_lowest_kj_mol=77.11 spin_multiplicity=1 total_energy_ev=-10889.78232
H 0.627 0.626 -1.905
H -0.878 -0.497 -0.482
N 1.305 0.714 -1.166
O -2.334 0.642 1.466
O -0.108 -2.086 -2.303
C -0.989 0.961 1.154
C 1.081 0.227 0.085
C -0.331 -0.191 0.408
O 1.980 0.132 0.893
H -0.941 1.862 0.555
H 0.014 -2.324 -1.370
H -0.490 -2.924 -2.621
H -2.755 1.416 1.865
H 2.250 0.784 -1.501
H -0.412 1.158 2.052
H -0.237 -0.985 1.145

=====

No. 8
16
Properties=species:S:1:pos:R:3 method="wB97M-V/def2-TZVPD" s_squared=0.7546 e_above_lowest_kj_mol=85.85 spin_multiplicity=2 total_energy_ev=-10879.91309 charge=+1
C -0.300 1.329 -0.409
H -1.254 1.705 -0.782
H 1.318 0.237 3.722
H -0.259 1.086 0.652
O -0.671 -2.128 -1.356
H 1.193 -0.157 -1.316
H -1.602 -1.836 0.639
O -1.149 -0.982 0.515
H 1.372 2.309 -1.083
N 0.484 2.573 -0.633
H -0.298 0.207 -2.217
H 1.138 -0.786 2.661
H 0.059 3.227 -1.296
O 1.781 -0.131 2.959
C 0.144 0.122 -1.218
C -0.609 -1.128 -0.722

=====

No. 9
17
Properties=species:S:1:pos:R:3 method="wB97M-V/def2-TZVPD" e_above_lowest_kj_mol=237.16 spin_multiplicity=1 total_energy_ev=-20179.99817 charge=-1
C 0.330 -0.633 0.670
O 1.089 1.286 -1.302
H -0.118 -1.993 -0.938
H -0.189 0.231 1.215
H -0.922 -2.406 0.754
C -2.561 0.786 -0.224
C -0.591 -1.666 -0.006
H -1.457 1.316 -1.693
P 1.638 0.171 -0.431
H -1.555 -1.211 -0.164
H -2.623 0.941 0.900
O 2.385 0.903 0.927
O 2.726 -0.764 -0.889
H 3.268 0.722 1.028
N -1.648 1.464 -0.793
H -0.849 1.968 -0.378
H 1.077 -1.115 1.323

=====

No. 10
17
Properties=species:S:1:pos:R:3 method="wB97M-V/def2-TZVPD" e_above_lowest_kj_mol=49.51 spin_multiplicity=1 total_energy_ev=-20181.94296 charge=-1
O 2.396 1.301 -0.306
C -0.746 -1.006 -0.843
H 1.933 0.634 1.981
H -2.011 1.184 -0.110
O 2.027 -1.347 -0.587
N -0.944 -1.535 0.424
H -0.156 -1.669 -1.505
H -0.537 2.250 0.091
H -1.487 -0.912 0.998
H 0.000 0.797 -1.766
P 1.627 0.021 -0.103
H -0.844 0.916 1.080
C -0.886 1.284 0.099
O 1.450 -0.085 1.619
C 0.029 0.412 -0.756
H -0.055 -1.384 0.990
H -1.796 -0.862 -1.305

=====

No. 11
17
Properties=species:S:1:pos:R:3 method="wB97M-V/def2-TZVPD" e_above_lowest_kj_mol=290.06 spin_multiplicity=1 total_energy_ev=-21722.62400
S -0.174 1.775 0.478
H -0.772 0.833 -1.252
H 0.882 0.241 1.974
H -1.271 -1.481 0.352
H 0.185 -1.786 1.518
H 0.645 0.174 -2.049
O -1.189 1.435 -0.662
H 1.823 -0.909 -0.422
C -0.184 -1.191 0.660
O -0.766 2.861 1.196
N 0.025 -0.349 -1.561
C -0.108 0.236 1.476
C 0.669 -1.182 -0.574
H -0.912 0.477 2.237
H -0.776 -0.945 -2.170
H 0.778 -2.264 -1.015
O 1.143 2.074 -0.186

=====

No. 12
15
Properties=species:S:1:pos:R:3 method="wB97M-V/def2-TZVPD" s_squared=2.0454 e_above_lowest_kj_mol=165.14 spin_multiplicity=3 total_energy_ev=-16070.89573 charge=+1
H 2.379 0.058 1.508
N -2.276 -0.266 0.037
C 0.725 1.319 0.081
H 0.717 -1.510 -2.372
H -2.033 -1.262 0.105
H 1.155 1.907 0.923
P 1.420 -0.206 -0.369
H 0.494 1.883 -0.751
H -2.646 0.016 -0.921
H -1.948 1.695 0.732
C -1.864 0.614 0.913
C 1.299 -1.402 -1.468
H 1.967 -2.337 -1.281
H -1.582 0.183 1.943
O 2.193 -0.691 0.921

=====

No. 13
15
Properties=species:S:1:pos:R:3 method="wB97M-V/def2-TZVPD" e_above_lowest_kj_mol=287.83 spin_multiplicity=1 total_energy_ev=-17627.22174
H 0.216 1.084 -2.479
H 0.979 -0.688 -0.880
C -0.055 -0.497 -0.694
H -0.472 -1.480 1.805
N -0.205 0.378 0.527
H -0.509 0.147 2.841
C -0.443 0.230 -2.019
H 0.064 2.413 1.310
O 1.368 -0.763 2.237
C 0.029 -0.569 1.998
H -0.625 -1.417 -0.538
S 0.815 1.670 0.453
H 1.886 -0.038 2.071
H -0.430 -0.493 -2.756
H -1.399 0.772 -1.951

=====

No. 14
16
Properties=species:S:1:pos:R:3 method="wB97M-V/def2-TZVPD" e_above_lowest_kj_mol=430.90 spin_multiplicity=1 total_energy_ev=-28460.97327
C 0.181 0.387 -0.253
H 0.092 0.886 1.894
H 1.659 2.721 0.697
N 2.090 1.596 0.869
H -1.588 -0.544 -2.374
H 2.620 1.438 1.704
S -0.941 -2.015 1.256
H -2.235 -2.017 -1.538
H 0.968 0.001 -1.027
C -1.379 -1.459 -1.636
O -2.403 0.263 0.113
H -0.036 1.407 -0.474
H -0.257 -2.198 -1.747
S -1.203 -0.625 -0.046
H 1.459 -0.483 1.507
C 0.974 0.643 1.054

=====

No. 15
14
Properties=species:S:1:pos:R:3 method="wB97M-V/def2-TZVPD" e_above_lowest_kj_mol=344.02 spin_multiplicity=1 total_energy_ev=-15578.76501
H -0.279 -1.016 1.024
C -1.057 3.192 -0.806
H -1.268 1.381 -1.893
H -1.362 3.931 -1.531
H 1.876 -3.128 0.858
H 1.610 -2.011 2.146
C 0.148 -1.834 0.449
N -1.168 1.889 -1.015
S -0.199 -1.144 -1.198
H -0.762 1.237 -0.354
H -0.512 -2.698 0.552
C 1.546 -2.101 0.980
H -0.808 3.593 0.183
H 2.234 -1.292 0.603

=====

No. 16
14
Properties=species:S:1:pos:R:3 method="wB97M-V/def2-TZVPD" e_above_lowest_kj_mol=153.62 spin_multiplicity=1 total_energy_ev=-15580.73844
N -0.597 -2.169 -1.869
H -0.282 0.205 0.962
C -1.721 -2.603 -1.481
C 0.454 0.460 1.732
C 1.127 2.371 -0.158
H 2.184 2.335 -0.372
H 0.408 1.702 -0.609
H -0.017 0.245 2.692
H 0.067 -2.300 -1.099
H -2.459 -2.901 -2.220
H -2.076 -2.632 -0.445
H 1.247 -0.275 1.577
H 0.794 3.381 -0.362
S 0.871 2.179 1.652